28
Properties=species:S:1:pos:R:3:forces:R:3 method="wB97M-V/def2-TZVPD" homo_lumo_gap_ev=7.531 e_tot_ev=-176174.296 fmax_ev_per_a=5.90 charge=-1 e_above_lowest_kcal_mol=51.9 homo_energy_ha=-0.1922 e_lumo_ev=2.30
Al 0.065926 1.230242 0.570709 -0.98 -0.26 -0.57
H 0.429329 3.679978 -1.325958 -1.20 0.53 0.85
H -0.381056 4.460474 0.183138 -0.16 -0.87 -1.15
C -0.142536 -0.666360 -0.166035 0.44 -0.96 0.64
C -0.595624 1.246567 2.516341 -1.18 -0.81 2.34
F 2.726638 -4.138016 -2.443561 -0.89 0.26 3.11
H 1.677721 -1.827334 0.650064 -0.71 0.15 -1.41
C 1.948945 -3.925218 -1.264979 0.10 -1.07 -0.67
H -2.252808 2.532881 -0.041659 1.14 -0.17 -1.24
C 1.263770 -1.463835 -0.346619 -1.21 1.16 -0.50
H -0.746497 -1.258623 0.622234 0.58 0.73 -1.54
C -1.223088 2.423090 -0.535165 0.78 1.33 0.51
H -1.230528 4.497469 -1.471993 0.92 -0.64 0.89
F -1.325639 1.823945 -1.877136 -0.40 0.65 1.03
H 1.542338 1.813739 0.520553 0.40 0.06 0.04
H 0.077782 0.622247 3.212155 -1.02 0.66 -1.10
Br 0.774626 -5.553979 -1.124980 1.02 0.64 0.07
I -2.505329 -1.282513 3.339905 -0.06 0.28 -0.18
C -2.117563 0.741951 2.626701 -0.18 5.69 -1.56
C -0.554305 3.882907 -0.782190 -0.70 -0.97 -0.63
Br 1.456426 -1.824956 -3.223426 -0.79 -0.30 0.84
H -0.701245 -0.592375 -1.164246 0.77 -0.29 1.47
H -0.593180 2.307287 2.974475 -0.22 -1.50 -0.89
H 1.999357 -0.680200 -0.763983 -0.86 -1.68 0.46
O -3.012102 1.571582 2.312404 2.73 -4.26 1.46
F -0.357625 -3.079892 -1.452792 2.83 1.19 -0.01
C 1.007113 -2.617989 -1.427301 0.17 0.11 0.46
F 2.769153 -3.923070 -0.116654 -1.33 0.34 -2.72

***

87
Properties=species:S:1:pos:R:3:forces:R:3 method="wB97M-V/def2-TZVPD" homo_lumo_gap_ev="7.595 / 6.617" e_tot_ev=-170951.886 fmax_ev_per_a=0.48 s_squared=6.02 charge=-1 e_above_lowest_kcal_mol=14.0 homo_energy_ha="-0.1956 / -0.1999" e_lumo_ev="2.27 / 1.18" multiplicity=5
C -0.214273 -4.643490 0.810585 -0.01 -0.03 -0.02
C 1.362476 2.923620 3.507128 0.01 -0.01 -0.03
C 1.989503 3.690222 -2.492215 -0.02 0.02 0.09
H 0.587867 3.062922 4.248310 0.00 -0.02 0.00
H 2.260279 -5.737587 -1.409292 -0.01 0.01 -0.01
C 1.275923 -0.504321 2.394354 0.00 0.06 0.06
H 4.602548 2.007473 3.141999 -0.01 0.01 0.00
H -5.001060 6.257350 1.849039 0.02 0.00 0.00
N 1.642525 3.127773 -0.178373 -0.03 0.22 0.11
H 0.637713 2.920513 -3.957158 0.06 0.04 -0.03
H -3.053021 2.539457 3.875631 -0.01 0.00 -0.02
C 2.647521 2.549123 3.866183 0.02 0.00 -0.02
O 2.840390 -2.768165 -2.227891 -0.08 0.09 -0.08
N -1.933702 0.302915 2.025092 -0.04 0.09 -0.03
H 2.260427 -0.394691 1.957655 -0.02 0.00 0.01
C 2.678356 4.428562 -3.441995 0.02 -0.01 -0.02
H 1.725358 -7.024069 -2.492719 -0.01 0.01 0.03
H -6.083969 3.334804 0.056186 0.01 0.00 0.01
O -1.795534 -1.155926 -0.510380 0.05 0.05 0.02
C -3.722278 2.723117 3.044276 0.00 -0.03 0.02
H 4.725384 6.234657 -1.452317 0.00 0.00 0.00
C 3.967110 5.520699 -1.750902 -0.02 0.00 0.03
C 3.294676 4.798780 -0.777893 0.03 0.03 -0.05
O -1.479116 -2.028969 1.904491 0.08 0.03 -0.03
H 4.198325 5.891269 -3.857221 0.00 0.00 0.01
H 2.421465 4.285200 -4.485662 0.01 0.01 0.01
C 0.700997 -4.737494 -4.259145 0.03 -0.01 -0.05
C 1.128844 1.294662 -2.672753 0.43 -0.21 0.01
O -3.491858 -0.215311 3.932691 -0.06 -0.01 0.00
C -0.357608 -3.620427 -1.657450 -0.09 0.12 -0.03
H -2.134557 -5.801617 -3.499396 0.01 0.01 0.03
O -4.172959 -0.853088 1.663252 -0.06 0.03 0.05
N 0.239280 -0.459694 1.604604 0.01 0.06 -0.07
Co 0.267362 -0.632497 -0.485781 -0.07 -0.28 -0.09
H -3.813105 -2.498714 0.919328 -0.01 0.07 0.03
C -5.057156 4.228439 1.716019 0.02 0.01 0.00
C -4.083113 1.671099 2.213685 -0.08 0.02 0.00
C 2.326423 3.860244 -1.134077 -0.04 -0.01 0.03
H 0.072484 -3.949066 -4.676059 0.01 -0.02 0.01
H -5.196525 1.058189 0.502958 0.00 0.00 0.01
C 1.060575 3.124279 2.171581 -0.08 -0.02 -0.03
O -1.354138 -3.068999 -2.516704 0.07 -0.02 0.00
C -0.536029 -3.514276 -0.144727 0.00 0.07 -0.04
C 0.524256 -2.696894 -0.901813 -0.04 -0.25 0.07
C 3.604966 2.339351 2.887805 0.01 0.00 0.02
C -1.033624 -0.674348 2.265423 0.15 -0.18 0.07
O -3.187923 -3.109705 0.461645 0.02 -0.04 -0.03
C -4.932161 1.889024 1.143133 -0.01 0.02 -0.01
H 0.677961 -5.596099 -4.936783 0.01 0.02 0.01
N -5.571170 5.509851 1.487257 -0.03 -0.03 0.02
C 3.672825 5.334131 -3.092324 -0.01 -0.01 -0.01
H -3.923258 4.816874 3.445288 0.00 -0.01 -0.01
S -0.575040 -0.909344 4.148084 -0.11 0.00 -0.02
H -2.080916 -6.124127 -1.769450 0.02 -0.03 -0.01
H -5.845694 5.683137 0.533592 0.01 -0.01 -0.01
Cl 4.462895 2.108832 0.358421 0.04 -0.08 0.03
H -1.002515 -5.400779 0.803818 0.00 0.02 0.01
C 1.387543 -6.297505 -1.746244 0.02 -0.05 0.03
C -4.206624 3.993214 2.799045 -0.01 0.02 0.01
Cl -0.559528 3.569002 1.748044 0.08 0.03 0.00
H 1.728913 -4.372939 -4.206832 -0.02 0.01 0.00
H -0.117243 -4.266424 1.830654 0.01 0.01 -0.01
H 0.950886 2.468161 -0.514371 0.00 -0.11 -0.05
C 2.010235 2.951305 1.153255 0.00 0.02 -0.02
C 0.850861 2.782667 -2.899140 -0.03 0.07 -0.10
O 2.612780 -1.319253 -0.092395 0.00 -0.05 0.05
H 2.561424 -2.032984 -2.800036 0.04 0.03 0.05
O 2.951967 -3.832775 -0.004277 -0.06 -0.05 -0.02
H -1.542588 -2.163370 -2.224244 -0.02 -0.02 0.02
S -3.413887 0.069918 2.511261 0.09 -0.01 0.01
P 2.233472 -2.600898 -0.756885 0.18 0.17 0.04
O 0.806656 0.891947 -1.490055 -0.37 0.22 0.03
C 3.278479 2.513421 1.550965 0.03 0.01 0.07
P -1.806175 -2.369421 0.374760 -0.04 -0.02 0.07
H -0.043502 3.059834 -2.332334 -0.02 -0.05 -0.03
H 3.563698 -3.475425 0.651227 0.01 -0.01 -0.04
O 1.656356 0.610869 -3.537573 -0.15 -0.06 0.01
C 1.049423 -0.715664 3.764029 0.16 0.02 -0.09
H 0.728178 -5.113933 0.540226 0.01 0.00 -0.01
H 0.988019 -6.856397 -0.897752 0.01 0.01 -0.01
C -5.420855 3.162419 0.896720 0.00 -0.01 -0.02
H 2.896992 2.398853 4.908846 -0.01 0.00 -0.01
C -1.508118 -6.196427 -2.697523 -0.05 -0.04 0.00
Si 0.087669 -5.223147 -2.562928 0.01 0.06 0.03
H -1.312489 -7.253760 -2.897085 -0.01 0.02 -0.02
H 1.837023 -0.728344 4.501848 -0.04 -0.01 0.01
H 3.526046 4.950199 0.269764 -0.01 0.01 -0.03

***

77
Properties=species:S:1:pos:R:3:forces:R:3 method="wB97M-V/def2-TZVPD" homo_lumo_gap_ev="8.182 / 8.172" e_tot_ev=-61618.126 fmax_ev_per_a=3.62 s_squared=2.00 charge=+2 homo_energy_ha="-0.5201 / -0.5193" e_lumo_ev="-5.97 / -5.96" multiplicity=3
H -1.481087 3.206509 -3.964054 -0.05 -0.37 -0.06
H 0.041337 -5.095056 -1.170931 0.19 0.18 -0.29
C 0.913665 -2.464098 -3.164508 -0.15 -0.22 -0.05
H 1.319918 -2.171400 -4.131404 -0.15 -0.25 0.16
H 3.939575 0.347606 1.870734 -0.30 0.12 0.27
C 1.179812 -2.753066 2.390684 -0.63 -0.01 0.17
H -2.638182 3.170888 -1.722752 -0.12 -0.19 -0.06
C -0.026123 4.039841 -1.288119 0.11 0.04 -0.08
C -1.896866 1.396832 -2.792985 0.05 0.38 -0.03
H 3.264633 -2.845170 2.015434 -0.14 -0.10 -0.17
H 1.712816 2.176871 5.890910 0.17 0.00 -0.08
H 2.420390 -1.910239 0.781804 -0.14 -0.13 0.09
C -2.951548 2.146828 -1.957511 -0.05 -0.02 -0.03
H -0.862086 1.698055 -4.717815 -0.21 0.15 0.14
H 2.598456 3.548331 -0.915782 -0.16 -0.32 -0.01
C 0.232825 -4.082915 -1.527866 -0.03 0.05 0.17
H -4.101524 -1.674448 0.897957 -0.06 0.20 -0.16
H -3.162281 1.611573 -1.022720 0.03 0.12 -0.21
H -0.343717 -4.352586 1.009247 -0.15 0.34 -0.16
C 1.523635 1.490854 3.893028 0.76 -0.25 -0.10
H -2.601458 2.056822 -4.709015 0.30 0.04 0.11
C -3.961263 -0.653304 0.507491 -0.26 0.12 0.01
H -3.045427 -3.157523 2.316894 0.31 -0.11 0.17
H -0.474193 3.812241 -0.308722 0.07 0.04 -0.22
H 0.987213 -4.608800 -3.486265 -0.06 0.21 0.15
H 0.543492 3.432086 -3.961657 0.28 -0.11 0.27
H 4.194229 1.822286 5.947367 -0.06 -0.03 -0.19
C -2.414855 -0.029723 -3.061345 0.09 -0.04 0.10
H 1.903115 2.315658 -3.655163 -0.15 0.24 0.10
H -4.504600 -0.566411 -0.449481 0.15 -0.09 0.25
H -0.821320 4.369274 -1.970795 0.24 -0.13 0.19
H -3.372836 0.046404 -3.602233 0.34 0.00 0.16
C -1.674046 2.134833 -4.118221 -0.31 0.02 -0.22
C 0.549857 -1.455367 -2.279209 -0.05 0.39 0.28
C 2.344465 -2.798906 1.419951 0.14 -0.06 0.02
O -2.007139 3.328951 2.621041 1.37 -3.12 -1.20
C -2.234467 -3.280789 3.047762 -0.39 0.11 0.22
Pr -0.441497 -0.087687 0.783973 -2.57 -0.20 -0.73
H -1.828690 -4.296155 2.975423 -0.02 0.24 0.02
H 2.006487 4.013925 -3.150217 -0.13 -0.23 -0.15
H -1.724547 -0.612968 -3.686975 -0.19 0.12 0.11
N -0.157393 -2.385103 1.808988 0.25 -0.10 -0.34
H 1.748484 0.313494 -2.406336 -0.42 -0.26 -0.39
C -0.598894 -3.312846 0.727900 -0.01 -0.41 0.22
H 1.064368 -3.729782 2.890686 0.13 0.18 -0.08
H 5.338197 0.903872 3.893775 -0.14 0.07 0.09
H 0.441900 1.606207 3.788903 0.57 -0.08 0.02
C 1.997821 2.623948 -0.909994 -0.10 0.02 -0.01
O 1.457546 0.583791 1.763996 0.66 0.44 0.92
H -3.881423 2.203269 -2.545506 0.25 0.02 0.21
C 0.735363 -3.802747 -2.798843 -0.02 0.45 0.13
H 2.311710 -3.693693 0.792053 0.05 0.19 -0.01
H -1.696727 -3.264137 0.644471 0.39 0.08 0.04
H -0.592108 -2.139156 3.852172 -0.16 -0.02 -0.29
H 0.664674 4.885760 -1.145350 -0.24 -0.20 -0.06
C -0.033850 -3.033560 -0.660042 0.07 0.44 -0.10
C 1.323316 3.154780 -3.243275 0.16 0.32 -0.05
C 3.627850 1.591803 5.049269 0.05 -0.11 -0.13
H 2.647625 1.807853 -1.254662 -0.12 0.17 0.07
H 0.590566 0.134507 -3.760602 0.21 -0.15 0.35
N 0.113803 -1.738797 -1.034683 0.11 -0.53 -0.08
C 2.250103 1.794428 5.029616 -0.21 0.05 -0.10
C 0.709830 0.014069 -2.671094 0.61 0.12 -0.09
H -2.601023 -0.568161 -2.120548 0.11 0.11 -0.23
H -4.438412 0.042681 1.219201 0.12 -0.18 -0.19
N 2.185101 0.973641 2.827032 -0.10 -0.40 -0.44
P -0.307773 1.299008 -1.796575 0.02 -0.32 0.17
C 4.267730 1.078047 3.920286 -0.19 0.00 -0.16
C -1.557080 2.344548 2.238326 -1.41 3.10 1.08
C 3.526432 0.760166 2.790104 -0.51 0.42 0.68
C 0.782494 2.847802 -1.838551 -0.16 -0.16 -0.35
C -1.162196 -2.205496 2.914694 0.35 -0.03 -0.10
H -2.691525 -3.179300 4.040766 0.08 -0.07 -0.25
O -2.598159 -0.365548 0.339855 1.61 0.06 0.88
H 1.710196 2.419539 0.130083 -0.01 0.06 -0.23
H -1.659080 -1.217638 2.787028 -0.05 -0.27 0.07
H 1.374376 -2.017287 3.182917 0.00 -0.11 -0.22

***

63
Properties=species:S:1:pos:R:3:forces:R:3 method="wB97M-V/def2-TZVPD" homo_lumo_gap_ev="5.572 / 5.558" e_tot_ev=-98681.108 fmax_ev_per_a=0.51 charge=+3 homo_energy_ha="-0.5799 / -0.5795" e_lumo_ev="-10.21 / -10.21"
H -0.105887 -0.250687 5.101805 -0.01 0.01 0.00
H -1.633228 -6.126971 0.202494 0.00 0.00 -0.01
C -0.024076 -3.117571 -3.029915 -0.01 -0.03 -0.01
H -0.508714 -2.188810 -2.756723 0.01 0.01 0.01
H 4.916376 -4.393093 0.712293 0.00 0.00 0.00
Re -0.040331 1.467565 0.260138 0.34 0.23 0.01
C -3.384861 -5.110371 0.936086 0.00 -0.01 0.00
C 3.893340 -4.461605 1.055455 -0.02 0.01 -0.03
H 0.236292 -4.769833 2.312877 0.01 0.02 0.01
N -0.239816 0.266683 3.066675 0.00 -0.01 -0.06
N 0.588929 0.781566 2.119048 -0.16 0.06 0.19
H 2.105980 -5.431227 3.778927 0.00 0.00 0.00
H -0.263685 -2.797189 -5.130387 0.00 0.00 0.00
O 0.058635 -1.993053 -0.192919 0.11 -0.22 -0.08
C 1.225017 -5.514592 -3.746485 -0.01 0.02 -0.01
C -3.293308 -2.698046 1.086334 -0.03 -0.04 0.01
C 0.732225 -4.652481 -4.717080 0.01 -0.02 0.00
H 4.430273 -5.241311 2.976568 0.00 0.00 0.00
H -4.999228 -3.878843 1.620418 0.00 -0.01 0.00
C 0.484819 -3.980135 -2.051377 0.03 -0.02 -0.12
C 1.536649 -4.196287 0.677328 0.04 -0.03 0.12
H 2.482777 0.607917 4.790197 0.00 0.00 0.00
C -1.994894 -2.760649 0.605562 0.06 0.10 -0.06
C 1.700504 0.573385 4.052179 -0.03 -0.02 0.05
C -2.080975 -5.172525 0.447352 -0.01 0.01 0.02
C -0.810864 3.077285 -2.982503 -0.01 -0.01 0.05
C 2.305401 -5.041913 2.790072 0.02 -0.01 0.00
H -3.491757 3.700181 -2.766332 0.00 -0.02 -0.01
Sb 3.036520 2.836496 -1.090270 0.14 -0.03 -0.06
H -3.944911 -6.026825 1.066740 0.00 0.00 0.00
H -0.348949 4.044731 -2.770294 0.00 0.00 0.02
C 3.615209 -4.937687 2.332640 -0.01 -0.01 0.03
P 0.234628 -3.663905 -0.351028 0.00 0.32 0.04
H 3.070574 -3.733460 -0.782207 0.00 0.01 -0.01
N -3.100328 3.150056 -2.013607 -0.05 0.00 0.03
C 0.398163 0.137974 4.231245 0.06 -0.02 0.03
H -3.040520 1.541924 0.787844 0.00 0.01 -0.02
H 0.831656 -4.912130 -5.762642 0.00 0.00 0.00
C -1.395522 -3.982714 0.289110 -0.06 -0.08 0.02
C 0.112287 -3.458109 -4.361763 -0.01 0.02 0.00
C 1.775230 0.975318 2.731798 0.01 0.06 -0.11
S 4.518181 2.248435 0.404479 0.20 -0.10 0.26
S 1.416738 0.750410 -1.123307 -0.18 -0.47 -0.08
H 1.704334 -6.440479 -4.032428 0.00 0.00 0.00
N -1.664320 2.050180 -0.826188 -0.43 0.01 0.24
C -2.895389 2.049359 -0.150029 0.03 -0.08 -0.06
H -3.759244 -1.748215 1.312512 0.00 0.00 0.01
C 2.858400 -4.090156 0.217684 0.00 -0.03 0.02
H -0.018737 2.333066 -2.994449 0.00 -0.02 -0.03
H -1.268111 3.123912 -3.969869 0.02 0.03 -0.01
S 2.855444 3.805298 -3.024072 -0.05 0.20 -0.33
H -1.193695 0.029882 2.845993 0.00 -0.01 -0.01
C 1.258293 -4.667479 1.969098 0.01 -0.05 -0.05
C -3.785344 2.733903 -0.890933 -0.01 0.08 -0.06
O -1.358587 -0.438970 0.553693 0.30 -0.11 -0.19
C 1.108082 -5.183703 -2.407378 0.01 0.00 0.02
H 1.497926 -5.854652 -1.651878 0.01 0.01 0.00
C -1.109652 -1.624138 0.334666 -0.32 -0.07 0.08
H -4.825382 2.958903 -0.731909 0.00 -0.01 0.00
H 2.606570 1.395006 2.179480 0.00 -0.01 0.01
S 0.935745 3.363467 0.374763 -0.12 0.30 0.14
C -3.983061 -3.892710 1.250587 0.01 0.03 0.00
C -1.830889 2.751422 -1.961522 0.11 0.01 -0.02